Here is 6 unconnected molecules or ions with the total composition C45H80BrF2N5O12S at a distorted geometry from the Open Molecules 2025 dataset. Energies are from ωB97M-V with the def2-TZVPD basis set.

Properties
E_HOMO: -8.64 eV
E_LUMO: 0.303 eV
electronic energy: -166292.43432 eV
structure (SMILES): COCCCCCCC[C@]1(C[C@@H](C)F)OS(=O)(=O)[C@@](CCF)(c2ccccc2)[C@H](CC(=O)OC(C)=O)[C@@H]1C[C@H](C)Br.CN(C)C=O.CN(C)C=O.CN(C)C=O.CN(C)C=O.CN(C)C=O

```
! wB97M-V def2-TZVPD RIJCOSX def2/J DEFGRID3
* xyz 0 1
C 1.276 -6.920 3.166
O 0.193 -6.289 2.446
C 0.318 -4.863 2.522
C 1.500 -4.327 1.615
C 1.887 -2.890 2.177
C 3.025 -2.185 1.346
C 2.400 -1.767 -0.074
C 1.705 -0.327 0.099
C 0.433 -0.337 -0.812
C -0.373 1.061 -0.856
C 0.185 1.801 -2.182
C 1.026 3.093 -1.894
C 2.527 2.813 -1.486
F 1.133 3.758 -3.178
O 0.153 1.856 0.241
S -0.978 2.676 1.082
O -1.760 3.647 0.329
O -0.257 3.384 2.141
C -2.013 1.276 1.765
C -0.892 0.321 2.399
C -1.310 -0.318 3.766
F -0.658 -1.583 3.929
C -3.003 1.822 2.821
C -2.538 2.583 3.996
C -3.443 3.125 5.000
C -4.878 2.919 4.913
C -5.373 2.159 3.777
C -4.462 1.629 2.774
C -2.700 0.647 0.468
C -3.159 -0.814 0.825
C -4.663 -1.103 0.481
O -5.362 -0.405 -0.191
O -5.181 -2.268 1.088
C -5.998 -3.012 0.224
C -7.148 -3.822 0.928
O -5.862 -3.108 -0.957
C -1.925 0.832 -0.902
C -2.395 -0.303 -1.928
C -2.262 0.076 -3.452
C -3.512 -0.576 -4.210
Br -0.680 -0.772 -4.336
H 2.000 -7.304 2.396
H 1.834 -6.138 3.748
H 0.846 -7.723 3.809
H -0.624 -4.395 2.116
H 0.445 -4.491 3.580
H 2.401 -4.988 1.606
H 1.100 -4.271 0.568
H 0.953 -2.271 2.072
H 2.226 -3.013 3.236
H 3.420 -1.274 1.875
H 3.886 -2.889 1.236
H 1.668 -2.520 -0.459
H 3.220 -1.654 -0.837
H 1.513 -0.219 1.191
H 2.490 0.413 -0.182
H -0.290 -1.074 -0.349
H 0.663 -0.729 -1.829
H -0.742 2.172 -2.707
H 0.808 1.133 -2.815
H 0.532 3.845 -1.233
H 2.991 2.006 -2.107
H 2.526 2.588 -0.391
H 3.068 3.784 -1.638
H 0.070 0.873 2.572
H -0.641 -0.521 1.703
H -2.407 -0.548 3.855
H -1.007 0.287 4.662
H -1.451 2.774 4.179
H -3.011 3.708 5.849
H -5.623 3.327 5.628
H -6.467 1.972 3.648
H -4.923 1.088 1.919
H -3.652 1.242 0.351
H -2.511 -1.627 0.388
H -3.127 -1.021 1.936
H -7.152 -3.582 2.031
H -6.945 -4.925 0.874
H -8.156 -3.547 0.544
H -2.339 1.776 -1.368
H -3.497 -0.500 -1.793
H -1.889 -1.283 -1.755
H -2.336 1.168 -3.672
H -3.347 -1.680 -4.224
H -3.420 -0.235 -5.281
H -4.489 -0.258 -3.774
C 5.373 4.212 -4.679
O 5.157 3.627 -3.632
N 4.477 4.965 -5.353
C 4.808 5.632 -6.595
C 3.136 5.111 -4.814
H 6.358 4.168 -5.174
H 4.669 6.708 -6.471
H 4.146 5.269 -7.385
H 5.842 5.435 -6.877
H 3.197 5.557 -3.821
H 2.676 4.127 -4.726
H 2.532 5.742 -5.462
C 5.474 -4.516 -1.051
O 4.340 -4.288 -0.675
N 6.329 -3.599 -1.562
C 7.669 -3.947 -1.990
C 5.887 -2.221 -1.687
H 5.908 -5.529 -1.000
H 8.393 -3.368 -1.412
H 7.781 -3.712 -3.051
H 7.861 -5.009 -1.838
H 5.615 -1.839 -0.701
H 5.006 -2.182 -2.331
H 6.679 -1.605 -2.111
C 2.651 9.027 -3.782
O 3.160 8.135 -4.435
N 1.460 8.941 -3.146
C 0.911 10.045 -2.384
C 0.708 7.700 -3.230
H 3.140 10.007 -3.656
H 0.771 9.732 -1.347
H -0.054 10.331 -2.809
H 1.580 10.905 -2.409
H 1.309 6.885 -2.823
H 0.490 7.481 -4.277
H -0.223 7.782 -2.671
C -7.881 4.444 -0.495
O -8.922 4.444 0.133
N -6.995 3.420 -0.538
C -5.770 3.489 -1.310
C -7.282 2.214 0.216
H -7.569 5.311 -1.101
H -5.768 2.687 -2.053
H -4.914 3.366 -0.640
H -5.687 4.448 -1.821
H -8.227 1.790 -0.130
H -7.379 2.467 1.274
H -6.484 1.485 0.084
C 4.469 -8.747 4.921
O 4.052 -7.624 4.713
N 3.764 -9.752 5.495
C 4.332 -11.068 5.710
C 2.396 -9.502 5.910
H 5.495 -9.044 4.646
H 3.736 -11.809 5.172
H 4.316 -11.297 6.778
H 5.360 -11.109 5.352
H 1.807 -9.200 5.043
H 2.382 -8.690 6.639
H 1.963 -10.398 6.352
*
```

---

Here is 2 unconnected molecules or ions with the total composition C32H33O3Si at a distorted geometry from the Open Molecules 2025 dataset. Energies are from ωB97M-V with the def2-TZVPD basis set.

Properties
E_HOMO: -10.03 eV
ΔE to the lowest compared entry with this formula, charge and spin: 29.0 kJ/mol
E_LUMO: -5.059 eV
electronic energy: -47733.02596 eV

```
! wB97M-V def2-TZVPD RIJCOSX def2/J DEFGRID3
* xyz 1 1
C 7.314 -3.888 4.233
O 6.565 -2.646 4.243
C 5.206 -2.651 4.212
C 4.577 -1.377 4.216
C 3.212 -1.282 4.127
C 2.410 -2.456 4.020
C 1.005 -2.312 3.822
O 0.230 -3.355 3.889
C -1.181 -3.213 4.189
C 3.038 -3.731 4.123
C 4.413 -3.829 4.213
H 8.350 -3.540 4.232
H 7.116 -4.487 5.133
H 7.112 -4.483 3.331
H 5.231 -0.513 4.271
H 2.712 -0.314 4.104
H 0.543 -1.314 3.743
H -1.555 -4.233 4.245
H -1.332 -2.691 5.144
H -1.698 -2.663 3.389
H 2.436 -4.637 4.092
H 4.898 -4.808 4.273
C -5.540 0.727 -1.634
C -4.888 1.569 -0.725
C -3.547 1.912 -0.922
C -2.823 1.359 -1.987
Si -1.002 1.683 -2.163
C -0.555 1.823 -3.965
C -1.472 2.366 -4.879
C -1.126 2.518 -6.230
C 0.139 2.127 -6.675
C 1.057 1.583 -5.768
C 0.708 1.424 -4.420
C -0.478 3.212 -1.233
C -0.570 4.453 -1.885
C -0.250 5.637 -1.210
C 0.174 5.591 0.123
C 0.292 4.356 0.770
C -0.009 3.169 0.085
O -0.150 0.348 -1.496
C -0.625 -0.707 -0.833
C -0.617 -1.991 -1.290
C -1.639 -2.798 -0.588
C -2.287 -1.802 0.397
C -1.367 -0.587 0.484
C -3.484 0.529 -2.902
C -4.837 0.222 -2.732
H -6.595 0.479 -1.493
H -5.420 1.971 0.136
H -3.060 2.620 -0.244
H -2.465 2.674 -4.543
H -1.851 2.944 -6.922
H 0.412 2.247 -7.727
H 2.047 1.282 -6.108
H 1.426 0.991 -3.720
H -0.896 4.493 -2.927
H -0.336 6.592 -1.730
H 0.413 6.517 0.655
H 0.618 4.308 1.808
H 0.130 2.210 0.591
H -0.022 -2.344 -2.132
H -2.399 -3.234 -1.250
H -1.193 -3.642 -0.048
H -3.254 -1.485 -0.011
H -2.449 -2.259 1.372
H -0.634 -0.742 1.298
H -1.902 0.360 0.657
H -2.940 0.123 -3.760
H -5.337 -0.410 -3.467
*
```

---

Here is 3 unconnected molecules or ions with the total composition C5H7N at a distorted geometry from the Open Molecules 2025 dataset. Energies are from ωB97M-V with the def2-TZVPD basis set.

Properties
E_HOMO: -7.84 eV
ΔE to the lowest compared entry with this formula, charge and spin: 540.4 kJ/mol
E_LUMO: -0.165 eV
electronic energy: -6782.91223 eV

```
! wB97M-V def2-TZVPD RIJCOSX def2/J DEFGRID3
* xyz 0 1
C 1.859 -0.037 -0.100
C 0.441 -0.082 -0.013
C -0.385 -1.160 -0.377
N -1.679 -0.725 -0.363
C -1.717 0.597 0.110
C -0.436 1.004 0.356
H 1.835 1.316 1.166
H 2.416 -0.966 -0.109
H 2.334 0.800 -0.599
H -0.131 -2.123 -0.809
H -2.482 -1.342 -0.438
H -2.677 1.061 0.308
H 0.674 1.815 0.989
*
```

---

Here is a molecular structure, C33H30FLuN4O5 from the Open Molecules 2025 dataset. Energies are from ωB97M-V with the def2-TZVPD basis set.

Properties
E_HOMO: -7.65 eV
ΔE to the lowest compared entry with this formula, charge and spin: 135.8 kJ/mol
E_LUMO: -0.701 eV
electronic energy: -87246.19881 eV

```
! wB97M-V def2-TZVPD RIJCOSX def2/J DEFGRID3
* xyz 0 1
Lu 0.411 0.018 -0.011
C 3.008 -2.752 2.239
C 2.080 -2.159 3.289
C 0.603 -2.330 2.954
C 2.406 -0.726 3.664
C 2.703 -0.492 5.003
C 2.990 0.771 5.475
C 2.934 1.840 4.604
C 2.614 1.666 3.264
C 2.452 2.904 2.416
C 3.760 3.677 2.279
C 1.340 3.796 2.968
C 2.385 0.364 2.767
N 2.085 0.220 1.369
C 3.140 0.500 0.512
C 4.434 0.142 0.592
C 5.193 0.410 -0.678
C 4.219 1.529 -2.801
C 3.086 0.954 -3.184
C 2.277 0.563 -1.990
F 0.907 1.030 -2.138
H 2.740 -3.789 2.030
H 4.043 -2.733 2.580
H 2.959 -2.188 1.317
H 2.245 -2.736 4.209
H 0.279 -1.684 2.125
H -0.025 -2.067 3.803
H 0.379 -3.357 2.664
H 2.719 -1.335 5.682
H 3.228 0.926 6.518
H 3.110 2.840 4.973
H 2.125 2.599 1.426
H 4.095 4.062 3.242
H 3.631 4.532 1.617
H 4.558 3.047 1.882
H 1.597 4.192 3.951
H 0.406 3.245 3.069
H 1.153 4.636 2.303
H 4.846 -0.422 1.412
H 6.216 0.753 -0.518
H 4.988 1.875 -3.474
H 2.769 0.722 -4.187
N 2.457 -2.969 -1.177
C 1.175 -3.394 -0.798
C 1.000 -4.782 -0.730
C -0.229 -5.278 -0.358
C -1.260 -4.390 -0.072
C -1.000 -3.040 -0.155
N 0.199 -2.533 -0.501
C 2.889 -1.732 -1.574
C 4.332 -1.691 -1.933
C 5.274 -0.825 -1.550
C 4.348 1.560 -1.311
C 2.921 1.292 -0.793
N 2.020 -0.799 -1.672
H 3.173 -3.671 -1.078
H 1.816 -5.442 -0.982
H -0.383 -6.345 -0.299
H -2.240 -4.729 0.216
H -1.755 -2.299 0.077
H 4.636 -2.517 -2.566
H 6.259 -1.045 -1.948
H 4.737 2.504 -0.927
H 2.363 2.219 -0.624
O -4.478 3.508 1.561
C -3.533 2.837 1.252
C -3.470 1.294 1.209
O -4.370 0.527 1.473
C -2.110 1.003 0.779
C -1.363 2.138 0.547
O -0.133 2.059 0.141
C -2.143 3.356 0.823
O -1.799 4.511 0.745
O -1.575 -0.198 0.600
*
```